1.
DFT (ωB97M-V/def2-TZVPD) results for a 3-piece molecular cluster, C24H43N3O7 overall.

Values from the calculation:
- SMILES string: CCCOCN1C(=O)c2ccccc2C1=O.COCCNCCOC.COCCNCCOC
- 2S+1: 1

Geometry (Å):
C (5.40, -3.14, -0.07)
C (5.35, -1.78, -1.01)
C (3.83, -1.29, -1.40)
O (3.04, -1.06, -0.17)
C (1.76, -0.35, -0.47)
N (0.56, -1.27, -0.51)
C (0.44, -2.25, -1.66)
O (-0.10, -1.98, -2.85)
C (1.07, -3.65, -1.09)
C (1.59, -5.02, -1.83)
C (2.19, -6.22, -0.84)
C (2.28, -6.09, 0.81)
C (1.71, -4.70, 1.55)
C (1.13, -3.54, 0.54)
C (0.51, -2.05, 0.80)
O (0.08, -1.63, 2.00)
H (4.63, -3.98, -0.41)
H (5.17, -2.87, 1.06)
H (6.47, -3.64, -0.14)
H (5.91, -2.03, -2.01)
H (5.92, -0.88, -0.49)
H (3.32, -2.15, -2.03)
H (3.89, -0.28, -2.01)
H (1.88, 0.34, -1.42)
H (1.60, 0.40, 0.44)
H (1.51, -5.11, -3.00)
H (2.56, -7.21, -1.36)
H (2.75, -6.94, 1.49)
H (1.74, -4.51, 2.71)
C (-3.40, -2.59, 1.11)
O (-3.34, -3.00, 2.47)
C (-2.45, -2.20, 3.26)
C (-3.24, -1.34, 4.27)
N (-3.99, -0.27, 3.59)
C (-4.97, 0.40, 4.44)
C (-6.13, -0.45, 4.99)
O (-7.05, -0.90, 3.99)
C (-6.65, -2.10, 3.33)
H (-3.95, -3.35, 0.56)
H (-3.92, -1.64, 1.01)
H (-2.39, -2.51, 0.68)
H (-1.78, -1.58, 2.65)
H (-1.82, -2.90, 3.83)
H (-2.55, -0.89, 4.98)
H (-3.91, -2.01, 4.81)
H (-4.48, -0.67, 2.79)
H (-5.40, 1.21, 3.84)
H (-4.44, 0.88, 5.28)
H (-6.72, 0.20, 5.65)
H (-5.79, -1.28, 5.62)
H (-6.08, -2.77, 3.98)
H (-6.08, -1.85, 2.43)
H (-7.55, -2.62, 3.00)
C (1.88, 2.56, -4.24)
O (1.88, 2.88, -2.86)
C (2.99, 3.69, -2.46)
C (2.51, 5.10, -2.07)
N (2.07, 5.85, -3.25)
C (1.36, 7.09, -2.93)
C (0.03, 6.96, -2.16)
O (-1.02, 6.35, -2.92)
C (-1.00, 4.93, -2.88)
H (1.11, 1.81, -4.42)
H (1.64, 3.45, -4.84)
H (2.85, 2.15, -4.55)
H (3.78, 3.72, -3.22)
H (3.41, 3.22, -1.56)
H (3.34, 5.64, -1.59)
H (1.70, 4.99, -1.35)
H (1.46, 5.27, -3.81)
H (1.15, 7.59, -3.89)
H (2.03, 7.76, -2.38)
H (-0.32, 7.98, -1.96)
H (0.14, 6.49, -1.19)
H (-0.63, 4.53, -1.94)
H (-0.42, 4.54, -3.73)
H (-2.03, 4.58, -3.01)

***

2.
DFT (ωB97M-V/def2-TZVPD) results for C24H44Br2ClFLiN2Na2O11 as an isolated structure.

Values from the calculation:
- 2S+1: 1
- Net charge: +1

Geometry (Å):
C (-3.77, 7.23, -2.71)
C (-2.95, 8.09, -2.96)
N (-2.30, 9.19, -3.31)
C (-2.85, 9.49, -4.67)
C (-4.39, 9.31, -4.74)
O (-4.89, 10.23, -5.66)
C (-0.82, 8.93, -3.32)
C (-0.12, 9.38, -2.00)
C (0.10, 8.27, -0.96)
C (-0.82, 8.49, 0.28)
Cl (-2.00, 7.12, 0.36)
C (-0.10, 9.75, -4.45)
O (0.34, 9.12, -5.42)
O (-0.03, 10.96, -4.22)
H (-4.68, 6.65, -2.74)
H (-2.65, 10.53, -4.94)
H (-2.43, 8.83, -5.44)
H (-4.58, 8.28, -5.08)
H (-4.88, 9.54, -3.77)
H (-5.63, 9.83, -6.14)
H (-0.59, 7.87, -3.47)
H (0.86, 9.74, -2.31)
H (-0.65, 10.25, -1.61)
H (1.12, 8.37, -0.57)
H (-0.03, 7.26, -1.36)
H (-1.33, 9.44, 0.17)
H (-0.23, 8.50, 1.20)
Li (-3.77, 5.94, -0.61)
C (-0.96, 1.08, 2.62)
O (-0.05, 1.86, 3.37)
C (-0.27, 3.18, 3.26)
O (-1.14, 3.69, 2.59)
O (0.63, 3.81, 4.00)
C (0.52, 5.24, 3.97)
H (-0.70, 0.03, 2.78)
H (-1.99, 1.24, 2.97)
H (-0.87, 1.30, 1.56)
H (-0.44, 5.56, 4.36)
H (0.67, 5.61, 2.96)
H (1.31, 5.63, 4.61)
Br (-0.18, -2.79, 5.51)
C (-0.66, -4.15, 4.21)
C (-0.71, -3.57, 2.82)
Br (-2.34, -2.53, 2.56)
H (-1.60, -4.59, 4.53)
H (0.13, -4.90, 4.27)
H (-0.75, -4.37, 2.08)
H (0.13, -2.91, 2.60)
F (-7.32, 10.50, -5.62)
C (-0.04, -2.39, -0.33)
O (0.65, -1.71, 0.42)
N (0.40, -3.10, -1.37)
C (-0.50, -3.88, -2.21)
C (1.83, -3.10, -1.67)
H (-1.14, -2.46, -0.18)
H (-0.21, -4.93, -2.17)
H (-0.43, -3.53, -3.24)
H (-1.53, -3.79, -1.86)
H (2.38, -3.48, -0.81)
H (2.16, -2.08, -1.86)
H (2.03, -3.72, -2.53)
Na (-5.10, 4.59, -2.91)
Na (-1.86, -0.74, -0.58)
C (4.41, -7.20, -0.16)
C (3.42, -7.44, 0.96)
C (1.99, -7.19, 0.55)
O (1.38, -6.85, 1.81)
C (2.36, -6.25, 2.55)
O (2.16, -5.60, 3.53)
O (3.58, -6.49, 2.03)
H (5.43, -7.27, 0.21)
H (4.27, -7.94, -0.95)
H (4.28, -6.20, -0.58)
H (3.55, -8.45, 1.37)
H (1.51, -8.05, 0.10)
H (1.89, -6.33, -0.11)
C (1.63, -10.89, 2.08)
C (2.91, -11.68, 1.87)
C (3.05, -12.79, 2.90)
O (4.04, -10.80, 1.95)
H (1.62, -10.42, 3.07)
H (1.54, -10.09, 1.34)
H (0.75, -11.53, 2.01)
H (2.91, -12.11, 0.87)
H (3.09, -12.37, 3.91)
H (3.98, -13.34, 2.74)
H (2.21, -13.49, 2.85)
H (4.05, -10.42, 2.83)

***

3.
DFT (ωB97M-V/def2-TZVPD) results for C24H44ClN2O6 as an isolated structure.

Values from the calculation:
- Energy above the lowest of the compared OMol25 structures with the same formula, charge and spin: 677.2 kcal per mole
- 2S+1: 1
- Net charge: -1

Geometry (Å):
C (2.73, 6.35, -2.86)
N (2.29, 4.91, -2.78)
C (1.12, 4.73, -3.44)
C (0.16, 3.89, -2.92)
C (0.38, 3.20, -1.58)
C (1.79, 3.32, -1.06)
C (2.61, 4.13, -1.65)
C (-0.65, 2.27, -1.01)
C (-2.12, 2.52, -1.38)
C (-2.96, 1.61, -0.88)
N (-2.53, 0.60, -0.08)
C (-1.27, 0.42, 0.32)
C (-0.24, 1.21, -0.11)
C (-3.52, 0.06, 0.92)
H (3.58, 6.47, -3.62)
H (3.50, 6.20, -2.12)
H (2.02, 7.28, -2.66)
H (0.89, 5.12, -4.33)
H (-0.78, 3.57, -3.46)
H (1.93, 2.99, -0.04)
H (3.66, 4.20, -1.39)
H (-2.39, 3.47, -2.08)
H (-3.99, 1.58, -1.15)
H (-1.03, -0.49, 0.94)
H (0.92, 0.95, -0.04)
H (-4.29, -0.43, 0.36)
H (-4.16, 0.62, 1.39)
H (-3.23, -0.83, 1.54)
Cl (1.53, -1.95, 0.18)
C (-2.00, -3.19, -0.17)
O (-3.17, -2.54, -0.63)
C (-3.44, -3.06, -1.91)
C (-4.42, -2.42, -2.50)
O (-4.01, -1.05, -2.73)
C (-4.95, -0.25, -3.41)
H (-1.95, -2.71, 0.80)
H (-1.12, -2.88, -0.69)
H (-1.95, -4.24, 0.06)
H (-3.71, -4.25, -1.90)
H (-2.73, -3.07, -2.64)
H (-5.30, -2.44, -1.70)
H (-4.53, -2.79, -3.43)
H (-5.23, -0.48, -4.50)
H (-4.59, 0.87, -3.43)
H (-5.82, -0.26, -2.79)
C (4.15, -0.19, -0.80)
O (3.49, 1.03, -0.42)
C (2.13, 0.87, -0.02)
C (1.52, 2.10, 0.06)
O (2.22, 2.75, 1.05)
C (1.90, 4.10, 1.24)
H (3.67, -0.78, -1.81)
H (4.00, -1.04, -0.26)
H (5.22, -0.08, -0.91)
H (2.28, 0.36, 1.02)
H (1.44, 0.28, -0.62)
H (0.48, 1.96, -0.10)
H (1.73, 2.46, -0.96)
H (0.94, 4.27, 1.41)
H (2.28, 4.68, 0.41)
H (2.45, 4.55, 2.18)
C (2.31, -6.84, 5.57)
O (2.30, -5.63, 4.97)
C (1.26, -5.13, 4.20)
C (1.52, -3.89, 3.81)
O (0.56, -3.33, 3.03)
C (0.72, -2.02, 2.55)
H (3.17, -6.84, 6.25)
H (2.16, -7.64, 5.10)
H (1.50, -6.70, 6.07)
H (0.30, -5.02, 4.80)
H (1.00, -5.52, 3.32)
H (2.40, -3.81, 3.25)
H (1.96, -3.37, 4.77)
H (0.39, -1.22, 3.28)
H (-0.13, -1.83, 1.79)
H (1.67, -1.72, 2.33)

***

Which orbital gap belongs to each record? In order, 0.2522, 0.0704, 0.1635 Ha.
Which lowest unoccupied orbital energy belongs to each record? In order, -1.5, -6.2, 2.6 eV.